[1]
The following is a quantum chemistry calculation of a structure of composition C3H3IN2O, from the OMol25 dataset.

Last column: Löwdin charge in e.
Atoms and positions in Å:
I (1.73, -2.02, 1.54)  0.97
C (-0.77, -1.03, 1.50)  -0.19
H (-0.14, 1.75, -0.19)  0.14
H (1.07, 0.47, -1.50)  0.12
N (-0.68, 0.06, 0.92)  -0.07
O (1.50, -2.03, -1.37)  0.01
N (1.03, 0.08, -0.60)  0.03
H (-1.39, -1.76, 1.00)  0.04
C (0.13, 0.72, 0.19)  -0.25
C (1.21, -1.34, -0.47)  -0.81

relative energy (zero: lowest compared OMol25 entry of this formula, charge and spin)	275.5	kJ/mol
highest occupied orbital energy	-7.566	eV
total charge	0
lowest unoccupied orbital energy	-0.131	eV

[2]
The following is a quantum chemistry calculation of an isolated molecule of C4H10O2S, from the OMol25 dataset.

Last column: Löwdin charge in e.
Atoms and positions in Å:
H (0.35, 1.94, 0.59)  0.08
C (-0.53, 1.77, -0.03)  -0.05
H (2.40, 0.24, 1.17)  0.04
C (-0.21, -0.61, 0.18)  -0.68
H (3.44, -0.22, -0.33)  0.04
C (2.45, 0.04, 0.09)  -0.37
H (-2.37, -0.09, -0.64)  0.11
H (-1.45, 1.62, 0.53)  0.09
H (2.07, 0.89, -0.48)  0.02
H (-1.35, -2.38, 0.67)  0.13
O (-0.27, 0.50, -0.69)  -0.28
C (-1.34, -1.61, -0.10)  -0.27
H (-1.25, -2.03, -1.11)  0.12
H (-0.14, -0.32, 1.26)  0.14
H (-0.61, 2.48, -0.87)  0.10
S (1.34, -1.38, -0.27)  0.87
O (-2.51, -0.83, 0.03)  -0.08

relative energy (zero: lowest compared OMol25 entry of this formula, charge and spin)	180.2	kJ/mol
highest occupied orbital energy	-8.650	eV
total charge	0
SMILES string	CO[C@@H](CO)SC
lowest unoccupied orbital energy	0.866	eV

[3]
The following is a quantum chemistry calculation of a structure of composition C27H74F9HfN6O11PS, from the OMol25 dataset.

Last column: Löwdin charge in e.
Atoms and positions in Å:
N (0.85, -2.03, -4.67)  -0.02
H (-1.46, 3.88, -3.71)  0.09
H (-1.45, 5.71, -0.36)  0.08
H (0.12, 3.93, -3.44)  0.05
H (-5.26, -2.00, 0.85)  0.08
C (1.85, -3.83, -3.47)  -0.17
C (-1.66, 1.03, -4.14)  -0.17
H (-2.94, -1.16, -5.06)  0.11
C (-0.31, -3.99, -4.80)  -0.01
C (3.44, -1.26, 4.58)  -0.16
H (3.71, 3.93, -2.06)  0.16
F (4.39, -0.54, -0.10)  -0.17
C (1.64, -0.70, 6.13)  -0.09
Hf (2.56, -0.57, -3.88)  2.23
C (0.58, -3.19, -3.91)  -0.44
H (1.39, 2.12, -4.20)  0.02
H (0.88, -2.31, -5.64)  0.12
C (-4.68, 3.24, -0.24)  -0.09
N (-5.24, 2.52, 4.93)  0.06
H (-1.30, -3.54, -4.85)  0.09
H (-3.39, -0.56, -3.44)  0.12
H (-4.14, -3.04, 1.86)  0.09
H (2.59, -3.87, -0.98)  0.10
C (2.80, -2.48, 3.91)  -0.40
C (-2.60, -1.01, -4.03)  -0.11
O (2.99, -1.04, 5.91)  -0.15
C (2.89, 2.57, 0.06)  0.01
H (-5.38, 1.57, 2.43)  0.10
H (0.16, 3.45, 1.75)  0.09
C (-4.32, 1.55, 4.28)  -0.45
C (2.49, 2.24, -1.42)  -0.38
H (1.83, 4.77, -4.42)  0.08
H (0.86, -1.28, 5.64)  0.07
F (5.73, -1.51, 1.34)  -0.19
H (-0.10, -1.73, -4.79)  0.09
H (1.50, -0.84, 7.20)  0.10
C (-4.56, -2.83, 0.88)  -0.18
H (0.55, 1.38, -5.30)  0.10
H (-2.91, -3.18, -0.03)  0.04
H (1.64, -4.65, -2.79)  0.15
H (-2.61, 3.73, -1.43)  0.10
H (-4.76, 2.32, -0.81)  0.08
C (-1.09, 3.88, 0.08)  -0.49
H (4.11, 1.53, -1.83)  0.09
F (5.18, 0.49, 1.83)  -0.11
N (0.83, 1.29, -4.34)  0.01
H (3.38, 0.50, -1.02)  0.03
C (-0.44, -2.25, -0.48)  -0.49
H (1.91, 4.02, -2.20)  0.12
H (-3.82, 0.63, 0.80)  0.08
O (2.83, 3.07, -3.76)  -0.26
H (-0.08, -3.82, 3.10)  0.06
C (-0.93, -3.81, 3.78)  -0.15
H (-1.88, 5.24, 1.11)  0.09
F (0.34, -3.34, -0.72)  0.12
H (4.52, -1.12, 4.61)  0.15
H (2.50, -4.30, -4.21)  0.16
O (1.48, -0.42, 0.36)  -0.23
H (1.42, 2.03, -1.42)  0.10
H (1.72, -2.32, 4.01)  0.11
H (-3.42, 1.96, 3.82)  0.12
N (3.23, 1.04, -1.86)  0.02
H (3.04, -0.39, 4.06)  0.12
H (-5.32, -3.59, 0.72)  0.08
H (3.55, -4.57, 3.93)  0.08
C (-3.86, 0.60, 5.31)  -0.07
H (2.37, -4.20, 5.13)  0.07
H (2.26, 2.03, 0.75)  0.08
H (2.86, 4.06, -5.55)  0.10
C (-2.39, 3.21, -0.50)  -0.21
H (2.85, 3.63, 0.31)  0.11
F (7.33, 0.07, 1.16)  -0.18
H (-1.00, -2.83, 4.24)  0.07
P (5.79, -0.10, 0.51)  0.21
H (-5.41, 3.13, 0.57)  0.09
H (1.49, 0.34, 5.82)  0.09
H (-0.03, -2.87, -3.07)  0.13
O (-0.61, -4.65, 4.90)  -0.12
H (3.77, -4.49, -2.06)  0.11
H (-2.89, 1.14, 2.14)  0.06
O (-3.71, -2.69, -0.21)  -0.12
H (3.63, 4.97, -4.38)  0.11
H (3.88, 2.24, 0.37)  0.07
H (-0.71, -5.56, 4.60)  0.07
N (3.14, -2.67, 2.50)  0.10
H (-3.28, 1.12, 6.08)  0.09
H (3.95, -3.68, 5.38)  0.09
H (-2.25, 2.17, -0.80)  0.10
H (-1.48, 2.89, 1.90)  0.08
H (-6.05, 0.51, 3.50)  0.13
C (3.33, -3.56, -1.71)  0.01
C (-3.36, 0.25, 1.71)  -0.09
O (1.25, -0.68, -2.03)  -0.46
H (-0.39, 3.52, -5.13)  0.10
N (-1.11, 5.23, 0.46)  0.08
S (0.55, -0.62, -0.72)  0.57
C (2.80, 4.28, -4.49)  -0.11
F (6.52, -0.88, -0.73)  -0.18
H (-3.23, -0.16, 4.84)  0.07
F (-1.11, -2.32, 0.72)  0.14
H (-0.34, 3.76, -0.71)  0.11
C (-0.67, 3.02, 1.18)  -0.07
O (-4.28, -0.27, 2.67)  -0.18
O (2.52, -2.83, -2.72)  -0.32
H (-0.09, -4.22, -5.85)  0.11
C (2.80, 3.40, -2.32)  -0.13
C (3.22, -3.77, 4.59)  -0.04
H (-2.38, -1.97, -3.56)  0.08
O (-3.43, 3.38, 0.44)  -0.18
H (-2.57, -0.47, 1.48)  0.08
O (-1.40, -0.34, -4.04)  -0.23
H (-2.51, 1.42, -3.59)  0.14
H (-0.45, -4.97, -4.35)  0.12
H (-1.88, -4.15, 3.35)  0.07
H (-4.90, 4.04, -0.94)  0.09
H (-1.93, 1.18, -5.19)  0.14
F (-1.41, -2.20, -1.44)  0.08
H (-0.33, 1.56, -2.60)  0.10
H (4.13, -3.06, -1.17)  0.11
O (-0.56, 0.30, -0.72)  -0.26
F (5.97, 1.38, -0.30)  -0.18
H (-0.32, 2.03, 0.89)  0.06
C (-5.07, 0.82, 3.15)  -0.20
H (-5.93, 2.05, 5.50)  0.07
C (-0.56, 3.36, -4.07)  0.00
H (-4.68, 0.09, 5.81)  0.09
C (-0.38, 1.85, -3.65)  -0.29
H (4.09, -2.32, 2.47)  0.06
H (2.65, -1.97, 1.96)  0.04
H (-5.72, 2.84, 4.10)  0.05

highest occupied orbital energy	-12.067	eV
total charge	+2
lowest unoccupied orbital energy	-10.540	eV

[4]
The following is a quantum chemistry calculation of a cluster of 2 separate species, C2H8NO2P in total, from the OMol25 dataset.

Last column: Löwdin charge in e.
Atoms and positions in Å:
H (-0.48, 1.43, 1.15)  0.01
C (-1.10, 0.58, 0.85)  -0.27
P (0.16, -0.76, 0.30)  0.74
H (2.87, 1.82, 0.41)  0.09
H (-1.73, 0.89, 0.12)  -0.01
O (2.36, 2.30, -1.27)  -0.10
H (-1.80, -2.11, 0.79)  -0.02
H (1.22, 0.50, -1.46)  0.13
H (-0.68, -3.10, -0.12)  0.05
C (-1.13, -2.10, 0.04)  -0.26
O (0.53, -0.34, -1.23)  -0.44
H (-1.71, 0.04, 1.59)  0.03
H (-1.59, -1.76, -0.84)  0.01
N (3.07, 2.61, -0.34)  0.05

relative energy (zero: lowest compared OMol25 entry of this formula, charge and spin)	511.1	kJ/mol
highest occupied orbital energy	-8.217	eV
total charge	0
SMILES string	CP(C)O.N=O
lowest unoccupied orbital energy	-0.995	eV

[5]
The following is a quantum chemistry calculation of an isolated molecule of C10H14, from the OMol25 dataset.

Last column: Löwdin charge in e.
Atoms and positions in Å:
C (0.80, -1.53, 0.71)  -0.03
H (-0.76, 2.68, 0.53)  0.05
H (-3.14, -0.99, 0.27)  0.10
C (-1.05, -0.28, 0.02)  -0.50
C (-1.32, -0.06, -1.49)  -0.05
H (-2.94, 0.72, 0.42)  0.09
H (4.08, -0.35, -1.27)  0.05
C (1.34, -0.11, 0.75)  -0.29
H (3.65, -1.55, -0.16)  0.03
H (-1.73, -0.92, -1.93)  0.05
C (2.26, 0.15, -0.39)  -0.10
C (3.28, -0.71, -0.64)  0.03
C (-2.43, -0.22, 0.64)  -0.04
H (2.13, 0.98, -0.97)  0.08
H (-2.27, -0.45, 1.65)  0.07
H (-0.36, 0.23, -2.03)  0.10
H (-1.94, 0.87, -1.69)  0.10
C (0.06, 2.00, 0.78)  0.05
C (0.06, 0.69, 0.56)  -0.22
H (-0.99, -2.48, -0.08)  0.13
C (-0.36, -1.59, 0.07)  -0.07
H (1.52, -2.41, 0.78)  0.13
H (1.84, 0.28, 1.59)  0.13
H (0.96, 2.62, 1.24)  0.11

relative energy (zero: lowest compared OMol25 entry of this formula, charge and spin)	257.0	kJ/mol
highest occupied orbital energy	-9.042	eV
total charge	0
SMILES string	C=C[C@@H]1C=CC(C)(C)C1=C
lowest unoccupied orbital energy	0.994	eV

[6]
The following is a quantum chemistry calculation of a cluster of 5 separate species, C33H73N4O3 in total, from the OMol25 dataset.

Last column: Löwdin charge in e.
Atoms and positions in Å:
H (6.13, -6.37, -0.75)  0.08
H (-0.43, -6.71, -7.95)  0.13
C (1.44, -7.32, -3.84)  -0.11
C (5.99, -6.16, -2.89)  -0.18
H (5.55, -10.16, -7.89)  0.10
H (1.08, -10.16, -4.28)  0.08
H (1.20, -8.77, -2.44)  0.10
C (5.17, -10.12, -4.24)  -0.89
N (0.69, -8.08, -5.01)  -0.22
H (2.28, -16.54, -4.90)  0.09
H (6.99, -15.70, -7.02)  0.09
C (7.32, -14.76, -6.58)  -0.18
H (2.92, -7.03, -1.36)  0.06
H (8.13, -14.41, -7.23)  0.10
C (7.14, -5.72, -3.91)  -0.10
H (5.54, -7.12, -3.16)  0.09
H (2.35, -17.53, -2.63)  0.10
C (-1.42, -7.66, -6.20)  -0.17
H (-1.52, -8.65, -6.64)  0.11
H (7.09, -7.22, -7.47)  0.12
H (-0.28, -17.52, -1.10)  0.07
N (5.55, -13.35, -8.08)  -0.20
H (0.71, -17.52, -3.44)  0.11
O (5.95, -9.51, -4.99)  -0.04
H (6.44, -15.08, -8.86)  0.09
C (6.17, -13.72, -6.70)  -0.10
H (4.02, -11.42, -6.50)  0.09
C (5.02, -10.95, -8.41)  -0.14
C (1.32, -17.19, -2.60)  -0.21
H (-1.14, -8.84, -4.26)  0.13
C (1.02, -7.70, -2.43)  -0.20
C (7.80, -4.76, -6.22)  -0.08
C (5.81, -3.89, -5.03)  0.01
H (0.68, -10.03, -6.01)  0.05
C (1.84, -6.89, -1.36)  -0.06
H (6.37, -3.10, -4.54)  0.12
H (1.64, -6.52, -6.05)  0.11
H (1.50, -7.13, -0.35)  0.08
C (3.99, -13.76, -2.09)  -0.10
H (5.87, -7.18, -5.51)  0.09
H (4.59, -11.21, -3.34)  0.05
H (1.35, -6.25, -4.04)  0.13
H (5.20, -5.42, -2.75)  0.10
C (-0.84, -7.97, -4.83)  -0.11
H (1.51, -8.01, -7.00)  0.12
C (1.12, -9.52, -5.16)  -0.04
H (5.47, -3.48, -5.98)  0.10
H (0.93, -15.47, -4.98)  0.09
H (8.29, -3.81, -6.02)  0.13
H (2.94, -11.17, -7.77)  0.09
H (3.46, -13.15, -8.86)  0.12
C (2.64, -12.91, -2.07)  -0.12
H (8.08, -5.22, -8.34)  0.13
H (4.86, -4.19, -4.58)  0.09
H (1.85, -5.82, -1.55)  0.07
H (5.77, -6.42, -8.27)  0.11
H (7.49, -5.48, -1.44)  0.08
C (2.00, -15.48, -4.81)  -0.04
O (5.27, -11.42, -3.98)  0.07
H (3.44, -13.65, -7.25)  0.07
H (4.31, -14.87, -4.00)  0.11
C (7.96, -15.11, -5.12)  -0.06
H (8.62, -5.44, -6.00)  0.12
O (4.31, -9.51, -3.57)  -0.06
H (3.83, -15.93, -2.67)  0.12
C (0.70, -17.92, -1.37)  -0.10
H (4.75, -5.92, -6.13)  0.12
H (8.86, -15.70, -5.30)  0.07
C (1.84, -13.41, -3.32)  -0.12
H (7.07, -11.84, -8.28)  0.13
C (0.97, -7.33, -6.34)  -0.07
C (7.27, -5.01, -7.65)  -0.14
C (-0.40, -6.79, -6.86)  -0.13
H (2.44, -7.71, -4.01)  0.11
H (6.62, -4.17, -7.91)  0.11
H (7.82, -6.53, -4.19)  0.14
H (4.69, -15.22, -8.70)  0.10
H (7.88, -5.00, -3.57)  0.13
N (2.25, -14.92, -3.44)  -0.25
H (1.87, -15.50, -1.35)  0.13
C (5.50, -14.55, -9.00)  0.00
H (2.34, -12.91, -4.15)  0.08
H (4.26, -14.15, -1.11)  0.11
H (2.56, -14.89, -5.54)  0.05
H (0.48, -18.98, -1.45)  0.08
H (7.41, -15.75, -4.43)  0.06
H (7.32, -7.26, -1.54)  0.09
H (0.48, -15.13, -2.28)  0.13
C (6.79, -6.31, -1.62)  -0.11
H (-1.00, -7.13, -4.15)  0.12
H (4.74, -10.41, -9.31)  0.11
C (6.09, -12.06, -8.70)  -0.06
C (3.74, -14.92, -3.08)  -0.08
H (5.36, -14.25, -6.20)  0.09
H (6.26, -12.78, -6.15)  0.13
H (0.77, -13.26, -3.45)  0.10
H (2.73, -11.83, -2.19)  0.09
C (5.79, -6.24, -6.06)  -0.05
H (2.16, -9.52, -5.48)  0.08
C (6.48, -6.31, -7.45)  -0.14
H (-2.46, -7.34, -6.09)  0.13
C (3.98, -12.98, -7.91)  -0.15
H (4.78, -13.05, -2.34)  0.09
H (1.25, -17.69, -0.46)  0.07
H (-0.66, -5.83, -6.42)  0.12
C (1.44, -15.64, -2.35)  -0.11
H (-0.04, -7.49, -2.28)  0.10
H (5.30, -14.19, -10.01)  0.11
N (6.60, -5.18, -5.24)  -0.22
H (2.02, -13.12, -1.19)  0.10
H (6.31, -12.30, -9.75)  0.12
H (8.40, -14.27, -4.59)  0.07
C (3.94, -11.56, -7.58)  -0.23

2S+1	2
relative energy (zero: lowest compared OMol25 entry of this formula, charge and spin)	34.3	kJ/mol
highest occupied orbital energy (alpha / beta)	-6.340 / -12.163	eV
total charge	+2
lowest unoccupied orbital energy (alpha / beta)	-3.671 / -3.751	eV